Entry 1:
{
  "formula": "C4H7ClN2O",
  "method": "ωB97M-V/def2-TZVPD",
  "homo_energy_ev": [-8.6, -8.6],
  "charge": 0,
  "multiplicity": 1,
  "e_above_lowest_ev": 3.804,
  "molar_mass_g_mol": 134.57,
  "e_lumo_ev": [-1.93, -1.93],
  "elements": ["C", "C", "C", "C", "N", "N", "O", "Cl", "H", "H", "H", "H", "H", "H", "H"],
  "positions_angstrom": [[-2.3740, -1.4916, -0.8477], [-1.8807, -0.3275, -0.3373], [1.3621, 0.7326, 0.9092], [-1.0033, 0.5588, -0.9205], [2.7333, 0.9086, 1.2394], [0.9628, -0.3425, 0.2316], [0.6308, 1.5727, 1.3837], [-0.5585, 0.4281, -2.5647], [-2.8187, -2.2488, -0.2919], [-2.3858, -1.7201, -2.0077], [-2.0016, -0.1305, 0.8380], [-0.7226, 1.3626, -0.4164], [3.4230, 0.2326, 1.0098], [2.9968, 1.1731, 2.1631], [1.6366, -0.7081, -0.3887]]
}



Entry 2:
{
  "formula": "C4H7ClN2O10RuSe",
  "method": "ωB97M-V/def2-TZVPD",
  "homo_energy_ev": [-5.8, -5.9],
  "charge": -1,
  "multiplicity": 2,
  "e_above_lowest_ev": 0.000,
  "molar_mass_g_mol": 458.59,
  "e_lumo_ev": [2.72, 1.73],
  "elements": ["Ru", "O", "Cl", "O", "O", "O", "C", "C", "N", "O", "C", "C", "N", "O", "H", "H", "H", "H", "H", "H", "H", "O", "Se", "O", "O", "O"],
  "positions_angstrom": [[1.2907, 0.8205, 0.5629], [-0.7593, 1.2269, 0.6451], [-1.8473, 0.1993, 0.4509], [-3.0755, 0.9007, 0.5983], [-1.7118, -0.3936, -0.8361], [-1.6882, -0.7930, 1.4927], [1.8377, -3.0210, -1.1384], [1.6733, -1.5624, -0.8910], [1.1757, -1.0989, 0.2138], [0.8305, -2.0060, 1.1921], [2.0193, -0.5484, -1.8149], [2.6074, -0.7387, -3.1704], [1.7272, 0.6823, -1.3696], [1.9177, 1.6993, -2.0371], [1.0461, -3.5781, -0.6434], [2.7920, -3.3595, -0.7300], [1.8244, -3.2274, -2.2058], [-0.0525, -1.6948, 1.4830], [3.1600, -1.6752, -3.2272], [3.2830, 0.0909, -3.3788], [1.8463, -0.7363, -3.9554], [3.7055, 0.9690, 3.6409], [3.1892, 1.7658, 2.3524], [3.2091, 0.7258, 0.9645], [1.4857, 1.9187, 2.2765], [3.9028, 3.1596, 2.0211]]
}



Entry 3:
{
  "formula": "C4H7ClO",
  "method": "ωB97M-V/def2-TZVPD",
  "homo_energy_ev": -8.7,
  "charge": 0,
  "smiles": "C[C@@H]1C=C1O.Cl",
  "multiplicity": 1,
  "e_above_lowest_ev": 3.595,
  "molar_mass_g_mol": 106.55,
  "e_lumo_ev": 0.62,
  "elements": ["C", "C", "C", "C", "O", "Cl", "H", "H", "H", "H", "H", "H", "H"],
  "positions_angstrom": [[0.3571, -0.5007, 0.1980], [0.5209, 0.9339, 0.2926], [-0.7293, 0.1931, 0.1585], [1.1520, 1.7159, -0.8211], [-2.0166, 0.3911, -0.1320], [-1.3676, -3.7841, 1.5846], [0.7070, -1.5521, 0.2144], [-0.8084, -4.1435, 0.6149], [0.5274, 1.4880, 1.2296], [2.2686, 1.4631, -0.8382], [1.1320, 2.8862, -0.8835], [0.7368, 1.3403, -1.7555], [-2.4799, -0.4312, 0.1378]]
}



Entry 4:
{
  "formula": "C4H7ClO",
  "method": "ωB97M-V/def2-TZVPD",
  "homo_energy_ev": -8.4,
  "charge": 0,
  "multiplicity": 1,
  "e_above_lowest_ev": 4.466,
  "molar_mass_g_mol": 106.55,
  "e_lumo_ev": -1.33,
  "elements": ["C", "C", "C", "C", "O", "Cl", "H", "H", "H", "H", "H", "H", "H"],
  "positions_angstrom": [[0.7205, -0.5573, 1.0446], [1.8256, -0.4227, -0.0127], [0.3921, -0.2441, -0.3074], [-1.7778, 0.2262, -0.8453], [-0.4908, -0.1363, -1.2369], [-0.5613, 2.4196, 0.7412], [0.4332, -1.5596, 1.6469], [0.6967, 0.3050, 1.7438], [2.4575, 0.4809, -0.2807], [2.4230, -1.3483, -0.2806], [-1.6979, 1.2492, -0.5958], [-2.0808, -0.3958, 0.1180], [-2.3400, -0.0168, -1.7351]]
}



Entry 5:
{
  "formula": "C4H7ClO2S2",
  "method": "ωB97M-V/def2-TZVPD",
  "homo_energy_ev": [-9.6, -9.6],
  "charge": 0,
  "multiplicity": 1,
  "e_above_lowest_ev": 2.231,
  "molar_mass_g_mol": 186.69,
  "e_lumo_ev": [-3.35, -2.14],
  "elements": ["C", "C", "C", "C", "O", "O", "S", "S", "Cl", "H", "H", "H", "H", "H", "H", "H"],
  "positions_angstrom": [[-1.6008, -0.4531, -0.0296], [-0.2792, -1.0543, 0.4468], [-1.2284, 0.6798, -0.9625], [0.6386, 0.1091, 0.7589], [2.4162, 0.6129, -1.1549], [-0.7083, 2.3449, 1.0433], [2.3232, -0.4091, -0.1453], [0.0199, 1.6797, -0.0356], [5.0746, -0.8713, 0.0966], [-2.2288, -1.2006, -0.5163], [-2.1452, -0.0419, 0.8244], [-0.4208, -1.7081, 1.3082], [0.1546, -1.6528, -0.3660], [-0.7348, 0.3325, -1.8677], [-2.0696, 1.3212, -1.2153], [0.7886, 0.3110, 1.8147]]
}



Entry 6:
{
  "formula": "C4H7ClS",
  "method": "ωB97M-V/def2-TZVPD",
  "homo_energy_ev": -8.9,
  "charge": 0,
  "smiles": "C[C@@H]1C[C@H]1SCl",
  "multiplicity": 1,
  "e_above_lowest_ev": 1.316,
  "molar_mass_g_mol": 122.62,
  "e_lumo_ev": 0.37,
  "elements": ["C", "C", "C", "C", "S", "Cl", "H", "H", "H", "H", "H", "H", "H"],
  "positions_angstrom": [[-0.2579, 1.2388, 0.2446], [-0.1443, -0.2563, 0.2665], [0.7649, 0.5713, -0.6629], [-1.3435, -1.0054, -0.0162], [2.4891, 0.8312, 0.0164], [3.4865, -0.9423, -0.0162], [-1.1890, 1.4109, -0.1856], [0.0031, 1.8616, 1.0867], [0.3537, -0.7075, 1.1943], [0.6824, 0.5106, -1.7303], [-1.6910, -0.7882, -0.9809], [-1.9028, -0.5923, 0.8394], [-1.2512, -2.1323, -0.0558]]
}



Entry 7:
{
  "formula": "C4H7CoLiO2",
  "method": "ωB97M-V/def2-TZVPD",
  "homo_energy_ev": [-11.3, -12.3],
  "charge": 1,
  "multiplicity": 5,
  "e_above_lowest_ev": 2.197,
  "molar_mass_g_mol": 152.97,
  "e_lumo_ev": [-4.91, -4.64],
  "elements": ["H", "C", "C", "C", "C", "O", "O", "Li", "Co", "H", "H", "H", "H", "H", "H"],
  "positions_angstrom": [[3.8436, 1.4272, -0.1653], [4.2749, 2.3119, -2.1408], [3.3175, 1.6272, -1.1656], [2.2443, 2.6422, -1.0278], [2.7281, 4.0055, -1.3868], [4.0707, 3.8062, -1.8156], [5.5945, 2.1449, -1.9558], [7.0543, 1.5310, -1.0649], [5.8914, 3.9214, -1.2564], [3.9702, 2.1650, -3.1920], [1.4453, -0.2566, -1.3495], [3.1103, 0.5976, -1.4839], [1.2054, 2.4343, -0.7793], [2.7255, 4.7106, -0.5397], [2.1489, 4.4540, -2.2144]]
}



Entry 8:
{
  "formula": "C4H7DyO",
  "method": "ωB97M-V/def2-TZVPD",
  "homo_energy_ev": [-8.8, -10.9],
  "charge": 1,
  "multiplicity": 7,
  "molar_mass_g_mol": 233.60,
  "e_lumo_ev": [-3.33, -4.06],
  "elements": ["H", "C", "C", "C", "O", "Dy", "H", "H", "H", "H", "C", "H", "H"],
  "positions_angstrom": [[0.2896, -0.7215, -2.5150], [2.0706, 0.2373, -1.6398], [0.7630, -0.5732, -1.5359], [1.7560, -1.6340, -1.2422], [1.9024, -2.1976, -0.0959], [1.2557, -2.3397, 2.2748], [1.9269, 1.0574, -2.3547], [2.3665, 0.6499, -0.6617], [0.1283, -0.3218, -0.6789], [2.3997, -2.3200, -2.2447], [3.0970, -0.9419, -2.6284], [2.9725, -0.5196, -3.6404], [4.0535, -1.0620, -2.0861]]
}



Entry 9:
{
  "formula": "C4H7F",
  "method": "ωB97M-V/def2-TZVPD",
  "homo_energy_ev": -9.5,
  "charge": 0,
  "smiles": "C=C(F)CC",
  "multiplicity": 1,
  "e_above_lowest_ev": 0.628,
  "molar_mass_g_mol": 74.10,
  "e_lumo_ev": 1.09,
  "elements": ["C", "C", "C", "C", "H", "H", "H", "H", "H", "H", "H", "F"],
  "positions_angstrom": [[1.4806, -0.0932, -0.1213], [0.2061, -0.8218, 0.1534], [-1.0904, -0.1409, 0.0042], [-1.4034, 1.1793, 0.0476], [1.5124, 0.8121, 0.4715], [1.8637, 0.1839, -1.1295], [2.2542, -0.7325, 0.2058], [0.1673, -1.3193, 1.2078], [0.0420, -1.5302, -0.6667], [-2.2962, 1.6247, -0.2502], [-0.7311, 1.9845, 0.1783], [-2.0052, -1.1466, -0.1008]]
}



Entry 10:
{
  "formula": "C4H7F2N",
  "method": "ωB97M-V/def2-TZVPD",
  "homo_energy_ev": -8.6,
  "charge": 0,
  "multiplicity": 1,
  "e_above_lowest_ev": 3.376,
  "molar_mass_g_mol": 107.10,
  "e_lumo_ev": 0.55,
  "elements": ["C", "C", "C", "C", "N", "F", "F", "H", "H", "H", "H", "H", "H", "H"],
  "positions_angstrom": [[-0.4811, -0.6090, -0.2259], [-1.6597, 1.3602, 0.7046], [-0.4952, 0.5022, 0.4495], [2.2044, -0.2383, -0.6591], [0.7228, -1.1030, -0.8477], [2.2434, -0.0495, 0.7599], [2.9691, -1.3806, -0.7409], [-1.3788, -1.0622, -0.4388], [-2.6965, 1.1245, 0.4672], [-1.4485, 2.3655, 0.2278], [-1.6258, 1.5340, 1.7970], [0.4374, 0.7578, 0.8439], [0.8249, -2.1880, -0.5431], [0.3837, -1.0136, -1.7946]]
}



Entry 11:
{
  "formula": "C4H7F2NO2",
  "method": "ωB97M-V/def2-TZVPD",
  "homo_energy_ev": -11.2,
  "charge": 0,
  "smiles": "CC(C)(C(F)F)[N+](=O)[O-]",
  "multiplicity": 1,
  "e_above_lowest_ev": 3.419,
  "molar_mass_g_mol": 139.10,
  "e_lumo_ev": 0.23,
  "elements": ["C", "C", "C", "C", "N", "O", "O", "F", "F", "H", "H", "H", "H", "H", "H", "H"],
  "positions_angstrom": [[0.9404, -0.3469, -1.1184], [0.6703, -0.1622, 1.3225], [-0.7438, 1.3223, -0.1672], [-0.0771, -0.0317, 0.0721], [-1.1638, -1.1021, -0.0145], [-1.9872, -1.0331, -0.8842], [-1.0119, -2.0034, 0.8258], [-1.5615, 1.5788, 0.8785], [-1.5086, 1.4787, -1.2771], [0.4084, -0.6223, -2.1148], [1.6504, -1.2011, -0.9860], [1.5651, 0.6495, -1.2644], [0.1954, 0.1918, 2.2892], [1.0092, -1.2930, 1.3516], [1.5551, 0.4413, 1.2091], [0.0594, 2.1334, -0.1223]]
}



Entry 12:
{
  "formula": "C4H7F2NS",
  "method": "ωB97M-V/def2-TZVPD",
  "homo_energy_ev": -8.7,
  "charge": 0,
  "smiles": "CNC(=S)C(C)(F)F",
  "multiplicity": 1,
  "e_above_lowest_ev": 0.000,
  "molar_mass_g_mol": 139.17,
  "e_lumo_ev": 0.71,
  "elements": ["C", "C", "C", "C", "H", "H", "H", "H", "H", "H", "H", "N", "F", "F", "S"],
  "positions_angstrom": [[-0.0254, 2.4250, -1.3013], [0.1019, 0.1968, -0.3330], [-0.3074, -0.6309, 0.8962], [-0.9121, -1.9756, 0.5887], [-0.4723, 3.4040, -1.0345], [1.0675, 2.6239, -1.4025], [-0.3880, 2.0771, -2.2645], [-0.9107, 1.7551, 0.5525], [-1.1238, -2.4730, 1.5494], [-1.8260, -1.7939, -0.0235], [-0.2384, -2.5118, -0.0279], [-0.3127, 1.4603, -0.2864], [0.7846, -0.7983, 1.6816], [-1.1930, 0.0939, 1.6481], [1.0383, -0.4410, -1.5259]]
}



Entry 13:
{
  "formula": "C4H7F3",
  "method": "ωB97M-V/def2-TZVPD",
  "homo_energy_ev": -11.5,
  "charge": 0,
  "smiles": "CC(F)(CF)CF",
  "multiplicity": 1,
  "e_above_lowest_ev": 1.777,
  "molar_mass_g_mol": 112.09,
  "e_lumo_ev": 0.79,
  "elements": ["C", "C", "C", "C", "H", "H", "H", "H", "H", "H", "H", "F", "F", "F"],
  "positions_angstrom": [[-1.4770, -0.2270, 0.0144], [-0.0110, 0.0175, 0.2702], [0.4091, 1.3200, -0.3625], [0.9363, -1.1894, 0.0266], [-1.9512, 0.6361, 0.1476], [-1.6634, -0.5072, -0.9625], [-1.6784, -1.1376, 0.6954], [0.7933, 1.1259, -1.4591], [-0.4334, 1.9556, -0.3937], [0.6558, -2.0647, 0.6312], [0.9039, -1.3605, -1.0057], [0.0092, 0.2506, 1.6663], [1.3063, 1.9539, 0.4299], [2.2004, -0.7730, 0.3018]]
}



Entry 14:
{
  "formula": "C4H7FI2",
  "method": "ωB97M-V/def2-TZVPD",
  "homo_energy_ev": [-8.3, -8.3],
  "charge": 0,
  "multiplicity": 1,
  "e_above_lowest_ev": 3.123,
  "molar_mass_g_mol": 327.91,
  "e_lumo_ev": [-0.74, -0.41],
  "elements": ["C", "C", "C", "C", "F", "I", "I", "H", "H", "H", "H", "H", "H", "H"],
  "positions_angstrom": [[0.1527, 0.2358, 1.5105], [0.1420, -1.5976, -0.2140], [0.6675, -0.2040, 0.1971], [-0.4257, 1.4752, -1.2869], [0.8986, -2.5529, 0.5308], [-0.3126, 0.6165, -3.1642], [-2.3205, 1.7345, -0.4854], [-0.8984, -0.1577, 1.6264], [0.2129, 1.3868, 1.5492], [0.7968, 0.0264, 2.3337], [0.1151, -1.6743, -1.2152], [-0.7635, -1.8427, 0.2598], [1.6026, 0.1022, -0.3644], [0.1326, 2.4517, -1.2773]]
}



Entry 15:
{
  "formula": "C4H7FN2",
  "method": "ωB97M-V/def2-TZVPD",
  "homo_energy_ev": -9.4,
  "charge": 0,
  "multiplicity": 1,
  "e_above_lowest_ev": 2.960,
  "molar_mass_g_mol": 102.11,
  "e_lumo_ev": 0.78,
  "elements": ["C", "C", "C", "C", "N", "N", "F", "H", "H", "H", "H", "H", "H", "H"],
  "positions_angstrom": [[-1.4341, -1.1868, 0.2155], [-0.2329, -0.2853, 0.0192], [-0.6227, 1.1187, 0.2336], [2.4261, 0.2429, -0.4414], [-2.5809, -0.8209, -0.0746], [0.8767, -0.8839, -0.2616], [3.3181, -0.4058, 0.2990], [-1.1790, -2.2836, 0.4760], [-1.5658, 1.2969, -0.3075], [0.1583, 1.8254, 0.0642], [-0.9766, 1.3369, 1.3690], [2.8586, 0.2844, -1.4616], [2.2292, 1.2182, -0.0967], [-3.2750, -1.4572, -0.0331]]
}



Entry 16:
{
  "formula": "C4H7FN2O",
  "method": "ωB97M-V/def2-TZVPD",
  "homo_energy_ev": -9.6,
  "charge": 0,
  "smiles": "[H]/N=C\\N/C=C(/F)CO",
  "multiplicity": 1,
  "e_above_lowest_ev": 3.931,
  "molar_mass_g_mol": 118.11,
  "e_lumo_ev": 0.56,
  "elements": ["C", "C", "C", "C", "H", "H", "H", "H", "H", "H", "H", "N", "N", "O", "F"],
  "positions_angstrom": [[1.5276, -0.8140, 0.0137], [0.9593, 0.5801, 0.1075], [-0.2229, 1.1352, -0.2758], [-2.2629, -0.2220, -0.1684], [3.3030, -0.4374, 0.0551], [0.7044, -1.5594, -0.5251], [1.4562, -1.0526, 1.1617], [-0.5058, 2.1900, 0.0916], [-1.6014, 1.2110, -1.6305], [-3.1894, -0.1229, -0.7882], [-1.4192, -0.6197, 1.7457], [-1.2185, 0.3986, -0.9327], [-2.2171, -0.9028, 0.9882], [2.7620, -1.0795, -0.5704], [1.9248, 1.2955, 0.7276]]
}



Entry 17:
{
  "formula": "C4H7FN2S",
  "method": "ωB97M-V/def2-TZVPD",
  "homo_energy_ev": -9.2,
  "charge": 0,
  "smiles": "[H]/N=C(\\C/C=C/F)NS",
  "multiplicity": 1,
  "e_above_lowest_ev": 2.999,
  "molar_mass_g_mol": 134.18,
  "e_lumo_ev": 0.62,
  "elements": ["C", "C", "C", "C", "H", "H", "H", "H", "H", "H", "H", "N", "N", "F", "S"],
  "positions_angstrom": [[-0.9292, -0.4517, 0.8031], [0.4295, 0.4313, 0.5009], [1.0619, 0.2770, -0.7938], [2.0864, -0.6536, -0.8973], [-1.8181, 1.5254, -1.5206], [-3.0180, -0.3365, 0.4509], [-0.0564, -2.0319, 1.5027], [1.1596, 0.2593, 1.4120], [0.2908, 1.4787, 0.7669], [0.7731, 1.1268, -1.5765], [2.4159, -1.3001, -0.1424], [-2.0957, 0.1145, 0.3310], [-1.1097, -1.6048, 1.4160], [2.9009, -0.5256, -2.0000], [-2.0911, 1.6910, -0.2530]]
}